The following is a DFT calculation (ωB97M-V/def2-TZVPD) of 3 unconnected molecules or ions with the total composition C3H12N2O2 in a non-equilibrium geometry.

Each line ends with the natural charge from an NBO analysis.
Element x y z (Å)
C (1.428, 0.238, 0.930)  0.887
C (0.647, 0.647, -2.024)  -0.864
N (1.145, -1.070, 0.897)  -0.858
O (0.652, 1.108, 1.310)  -0.693
O (2.684, 0.522, 0.515)  -0.704
H (-1.153, 0.810, 0.423)  0.251
H (2.853, 1.464, 0.648)  0.500
H (1.764, -1.675, 0.386)  0.395
H (0.152, -1.316, 1.002)  0.438
H (0.279, 0.809, -3.033)  0.211
H (1.693, 0.362, -2.066)  0.215
H (0.542, 1.566, -1.457)  0.220
C (-1.977, 0.057, 0.210)  -0.444
N (-1.662, -1.087, 1.070)  -0.855
H (-2.398, -1.788, 1.019)  0.361
H (-1.617, -0.772, 2.035)  0.367
H (-2.099, -0.302, -0.812)  0.188
H (-2.924, 0.544, 0.474)  0.170
H (-0.008, -0.118, -1.527)  0.215

Output
SMILES string: NC(=O)O.CN.C
E_LUMO in eV: 0.8889
Gap between HOMO and LUMO in eV: 10.511
Highest occupied orbital energy in eV: -9.62
Energy relative to the best compared isomer or geometry (same formula, charge and spin) in kcal per mole: 0.00